1.
Here is a molecular structure, C12H28MnNO2P2 at a distorted geometry from the Open Molecules 2025 dataset. Energies are from wB97M-V/def2-TZVPD.

Calculated values
2S+1: 4
ΔE to the lowest compared entry with this formula, charge and spin: 0.00 kJ/mol
HOMO-LUMO gap (alpha / beta): 8.9 / 8.4 eV
E_HOMO (alpha / beta): -0.43403 / -0.43346 Eh
net charge: +1

```
46
C12H28MnNO2P2 | the Open Molecules 2025 dataset | wB97M-V/def2-TZVPD
C 0.94620 -1.25712 -4.04537
C 0.96794 -0.90207 -2.69616
N -0.18310 -0.90768 -2.00660
C -1.37325 -1.13519 -2.58206
C -1.45347 -1.49803 -3.92835
C -0.26968 -1.56115 -4.66680
C 2.20683 -0.32856 -2.05439
P 1.99526 -0.22304 -0.20261
Mn -0.13612 -0.35603 0.24851
P -2.28259 -0.18337 -0.16049
C -2.62306 -1.07972 -1.72914
O 2.08398 2.65387 -3.05256
O -0.77822 2.83537 -2.28646
H 1.87906 -1.22102 -4.59613
H -2.44634 -1.70211 -4.34961
H -0.30422 -1.85574 -5.71857
C 2.94533 -1.69297 0.34802
C 3.14005 1.15878 0.19901
H -3.44747 -0.56499 -2.24135
H -3.00453 -2.07585 -1.44177
H 2.31648 0.74240 -2.26577
H 3.11854 -0.86088 -2.38242
C -3.45823 -0.92413 1.03053
C -3.00198 1.46951 -0.50292
H -0.39092 2.54654 -1.45396
H -0.61211 3.79467 -2.26932
H 1.11853 2.53905 -2.98278
H 2.25329 2.34832 -3.95904
H -0.09601 -1.65968 1.00840
H 0.05641 1.13303 -0.11267
H 3.95579 -1.71034 -0.08838
H 3.01928 -1.71703 1.44731
H 2.39136 -2.58445 0.02228
H 4.19686 0.88059 0.06112
H 2.92907 2.02462 -0.44538
H 3.00055 1.46835 1.24351
H -3.99961 1.34032 -0.94765
H -3.07130 2.03319 0.43828
H -2.35519 2.02357 -1.20034
H -4.49251 -0.84312 0.66130
H -3.20100 -1.98264 1.17499
H -3.37013 -0.42724 2.00875
C -0.04261 0.65537 1.87109
H -0.68811 1.54077 1.87494
H 0.99243 0.92176 2.11222
H -0.41171 -0.09083 2.58388
```



2.
Here is 2 unconnected molecules or ions with the total composition C4H12N4 at a distorted geometry from the Open Molecules 2025 dataset. Energies are from wB97M-V/def2-TZVPD.

Calculated values
2S+1: 3
ΔE to the lowest compared entry with this formula, charge and spin: 430.72 kJ/mol
HOMO-LUMO gap (alpha / beta): 7.4 / 7.3 eV
E_HOMO (alpha / beta): -0.65671 / -0.69268 Eh
net charge: +2

```
20
C4H12N4 | the Open Molecules 2025 dataset | wB97M-V/def2-TZVPD
C -0.45460 0.26095 1.13518
C -0.99082 0.09112 2.60404
C -2.03218 -1.77249 -1.40392
C 2.98188 1.05820 -0.89619
N -1.01825 -0.66119 0.32044
N 0.59793 0.95632 0.89391
N -1.68771 -0.64561 -0.73740
N 1.64276 1.00074 -1.14485
H -2.07986 0.17520 2.68564
H -0.53101 0.88555 3.16074
H -0.73113 -0.95876 2.98531
H -3.17117 -2.06994 -1.57307
H -1.73771 -1.65403 -2.47896
H -1.47282 -2.67578 -1.09090
H 3.36291 2.01407 -0.80684
H 3.52670 0.23620 -0.41404
H 3.33310 0.55333 -1.84114
H 1.12439 1.54563 1.63564
H -2.14108 0.26583 -1.01065
H 1.37014 1.89928 -1.61944
```



3.
Here is 10 unconnected molecules or ions with the total composition C37H63N3O21 at a distorted geometry from the Open Molecules 2025 dataset. Energies are from wB97M-V/def2-TZVPD.

Calculated values
ΔE to the lowest compared entry with this formula, charge and spin: 102.76 kJ/mol
HOMO-LUMO gap: 10.3 eV
E_HOMO: -0.37850 Eh
SMILES string: C[C@H]1COC(=O)O1.C[C@H]1COC(=O)O1.C[C@H]1COC(=O)O1.C[C@H]1COC(=O)O1.COC(=O)OC.COC(=O)OC.COC(=O)OC.CCCC#N.CCCC#N.CCCC#N

```
124
C37H63N3O21 | the Open Molecules 2025 dataset | wB97M-V/def2-TZVPD
C -11.90864 -1.43385 -17.96233
C -10.64375 -1.23839 -18.80080
C -9.42057 -0.67118 -18.06485
O -8.56203 -1.82389 -18.07671
C -9.04954 -2.85642 -18.71203
O -8.64219 -4.01389 -18.78227
O -10.18923 -2.50142 -19.26756
H -11.62790 -1.94738 -16.98196
H -12.60042 -1.98005 -18.54534
H -12.39130 -0.45440 -17.81014
H -10.89193 -0.63431 -19.71581
H -9.54612 -0.40707 -16.97060
H -8.99423 0.16013 -18.59914
C -6.08507 -2.75534 -20.71312
C -4.75130 -3.25652 -20.11043
C -4.95534 -4.36195 -19.02761
O -4.69594 -5.53175 -19.79014
C -4.13818 -5.20451 -20.92020
O -3.76096 -6.04412 -21.70127
O -4.01297 -3.90103 -21.06983
H -6.76162 -3.53283 -21.14914
H -5.90148 -1.95473 -21.47836
H -6.65916 -2.29926 -19.89757
H -4.23827 -2.38934 -19.67913
H -5.91393 -4.31466 -18.47008
H -4.12949 -4.21531 -18.30401
C -5.71826 -7.06594 -16.77586
C -7.14634 -6.99109 -17.43655
C -7.21610 -7.55174 -18.83590
O -7.89709 -8.78493 -18.72601
C -8.47156 -8.84684 -17.51198
O -9.27933 -9.70802 -17.24345
O -8.05831 -7.86017 -16.74872
H -5.30330 -8.07975 -16.73869
H -5.71173 -6.70317 -15.70921
H -5.03428 -6.45007 -17.25260
H -7.59407 -6.01130 -17.51126
H -6.24788 -7.67250 -19.28968
H -7.71243 -6.84369 -19.60055
C -7.55993 0.65765 -14.79385
C -7.24653 -0.00211 -13.51909
C -7.32564 0.89209 -12.20509
O -8.43831 0.40644 -11.51344
C -8.99222 -0.56027 -12.21007
O -9.96539 -1.24169 -11.82825
O -8.31773 -0.89832 -13.31012
H -6.80881 1.41737 -15.03199
H -8.51965 1.13659 -14.75942
H -7.54576 -0.06417 -15.61977
H -6.37144 -0.52912 -13.46717
H -7.45852 1.98313 -12.45075
H -6.43939 0.88570 -11.65263
C -6.90405 1.11957 -20.24811
O -6.76452 0.25130 -19.19951
C -5.75037 0.37883 -18.37281
O -4.64032 1.31791 -18.56966
O -5.85728 -0.33952 -17.26002
C -4.79321 -0.25910 -16.36310
H -5.96857 1.20737 -20.80629
H -7.10318 2.08443 -19.81597
H -7.79351 0.80192 -20.83452
H -3.83529 -0.47839 -16.83370
H -4.90984 -0.89549 -15.56950
H -4.64245 0.72897 -15.89197
C -9.16121 4.69844 -20.51009
O -10.29277 4.63018 -19.64516
C -10.72139 3.55219 -19.14710
O -9.94567 2.36418 -19.25326
O -11.82622 3.70686 -18.44199
C -12.36362 2.49990 -17.86303
H -9.59612 4.02739 -21.30279
H -8.26565 4.38849 -20.08516
H -8.98844 5.70374 -21.01633
H -13.23591 2.60325 -17.29220
H -11.60316 2.04598 -17.16163
H -12.50555 1.70289 -18.62164
C -2.74617 -3.48156 -13.63850
O -4.11978 -3.22751 -13.61790
C -4.86363 -3.58916 -14.62938
O -4.34393 -4.13628 -15.82848
O -6.18530 -3.29878 -14.52514
C -6.97736 -3.35856 -15.69260
H -2.45061 -4.47133 -13.27534
H -2.29637 -2.72007 -13.04028
H -2.28884 -3.43071 -14.65385
H -6.62090 -2.72485 -16.51621
H -7.94720 -2.90040 -15.43796
H -7.07975 -4.40819 -16.07368
C -6.15038 4.32135 -17.87188
C -6.91637 4.15600 -16.56871
C -8.18929 3.38735 -16.77523
C -9.26872 3.48954 -15.72644
N -10.05144 3.53991 -14.86330
H -5.31686 4.98483 -17.76730
H -6.79322 4.89905 -18.51980
H -5.81473 3.40342 -18.41594
H -7.25157 5.13805 -16.20820
H -6.34864 3.65334 -15.80296
H -7.98660 2.35329 -16.89933
H -8.69179 3.75062 -17.71506
C -10.89469 -5.49604 -16.00308
C -10.21668 -5.28841 -14.66906
C -10.64329 -4.09784 -13.84305
C -10.43758 -2.80572 -14.48252
N -10.26055 -1.78857 -14.97232
H -10.67155 -4.67583 -16.65717
H -11.96436 -5.62003 -15.96403
H -10.52910 -6.34209 -16.52568
H -9.18382 -5.29097 -14.71654
H -10.42087 -6.17438 -14.02682
H -10.11326 -4.13004 -12.83069
H -11.72532 -4.19724 -13.74163
C -14.13761 -1.58458 -15.46968
C -14.19629 -3.00391 -16.03274
C -14.77539 -4.07972 -15.11390
C -14.87512 -5.41237 -15.78107
N -14.89766 -6.45555 -16.21906
H -13.80968 -0.85382 -16.20208
H -13.49551 -1.53372 -14.58138
H -15.12061 -1.29809 -15.12568
H -13.23055 -3.35061 -16.30175
H -14.76883 -3.00857 -16.97349
H -15.81714 -3.80382 -14.79984
H -14.06873 -4.11830 -14.28474
```



4.
Here is a molecular structure, C22H28BrIN4O8Y at a distorted geometry from the Open Molecules 2025 dataset. Energies are from wB97M-V/def2-TZVPD.

Calculated values
ΔE to the lowest compared entry with this formula, charge and spin: 98.09 kJ/mol
HOMO-LUMO gap: 8.0 eV
E_HOMO: -0.21546 Eh
net charge: -1

```
65
C22H28BrIN4O8Y | the Open Molecules 2025 dataset | wB97M-V/def2-TZVPD
Y -0.22471 0.61964 0.34221
O -3.07407 2.77864 2.62174
C -2.69301 2.01943 1.75188
O -1.67300 2.13982 0.97769
C -3.50863 0.77895 1.40347
N -2.66460 -0.41362 1.19122
C -3.35309 -1.31595 0.26473
C -3.04310 -0.96583 -1.17838
N -1.62792 -1.14200 -1.51901
C -1.28328 -2.55827 -1.57345
C 0.21630 -2.80703 -1.71251
N 1.03140 -1.95656 -0.84847
C 1.57327 -2.68050 0.29599
C 0.50214 -3.06461 1.29581
N -0.11429 -1.89293 1.92451
C -1.44473 -2.20450 2.46205
C -2.41316 -1.03220 2.50267
C 0.75874 -1.41689 3.00811
C 0.42656 0.00272 3.45442
O 0.40647 0.27076 4.64339
O 0.21691 0.79053 2.46537
C 2.12409 -1.31684 -1.57917
C 2.75705 -0.17674 -0.78210
O 3.95543 0.02790 -0.89962
O 1.92546 0.49314 -0.07018
C -1.37638 -0.50983 -2.81931
C -1.20480 1.00999 -2.74129
O -1.56857 1.68068 -3.69274
O -0.62993 1.40983 -1.66851
H -4.01252 1.01835 0.46478
H -4.27214 0.58802 2.16517
H -4.43997 -1.26750 0.42014
H -3.06640 -2.34411 0.46807
H -3.29782 0.08036 -1.36435
H -3.67778 -1.57333 -1.84410
H -1.79865 -3.04933 -2.41656
H -1.64283 -3.03747 -0.66521
H 0.52035 -2.65656 -2.74870
H 0.40182 -3.86900 -1.50047
H 2.31849 -2.04576 0.77637
H 2.09630 -3.59435 -0.03176
H 0.94172 -3.73156 2.05307
H -0.27137 -3.64237 0.78855
H -1.36267 -2.59262 3.48770
H -1.87017 -3.01273 1.86575
H -2.04144 -0.25196 3.16802
H -3.35802 -1.39402 2.93903
H 1.78669 -1.38236 2.64265
H 0.71656 -2.09486 3.86929
H 1.72305 -0.86980 -2.49249
H 2.91295 -2.02592 -1.86187
H -2.16313 -0.75288 -3.54380
H -0.43458 -0.88585 -3.22046
Br 2.15695 6.80908 0.92636
C 2.87499 5.52658 -0.27287
C 3.90839 5.94001 -1.10386
C 4.47886 5.04825 -1.99696
C 4.01685 3.74103 -2.05840
C 2.98188 3.33303 -1.23389
C 2.39888 4.22535 -0.33676
I 0.83835 3.51559 0.82093
H 4.26055 6.96080 -1.04112
H 5.28701 5.37672 -2.63817
H 4.46361 3.03157 -2.74239
H 2.62867 2.31186 -1.26219
```